{
  "formula": "C4H7FN2O4",
  "method": "ωB97M-V/def2-TZVPD",
  "symbols": ["C", "C", "C", "C", "N", "N", "O", "O", "O", "O", "F", "H", "H", "H", "H", "H", "H", "H"],
  "positions_angstrom": [[-0.2782, -1.1089, -1.4852], [0.1686, 1.5592, 1.4036], [0.6237, 0.3345, 0.5802], [-0.4551, -0.4143, -0.1998], [-1.4160, -1.2811, -2.2516], [-0.8555, -2.2032, 0.9498], [0.1125, -2.5020, 1.5638], [0.7617, -1.4500, -1.9525], [-1.9852, -2.5615, 0.9109], [1.6772, 0.6455, -0.3316], [-1.7487, 0.0653, -0.0792], [-0.6523, 2.1573, 0.9353], [-0.0866, 1.2995, 2.3945], [0.8820, 2.3821, 1.4849], [1.0270, -0.5204, 1.2071], [-2.2499, -1.1035, -1.7269], [-1.3066, -1.6634, -3.1555], [1.7742, -0.1384, -0.9366]],
  "atomic_forces_ev_per_a": [[-2.50, 0.13, -2.30], [-0.43, 1.01, -1.71], [0.89, -1.43, -0.40], [-2.84, -0.72, 2.57], [0.68, 1.08, 3.02], [0.94, 3.59, -2.01], [-0.08, -1.10, 0.69], [3.16, -0.51, 0.13], [-0.03, -0.60, 0.30], [-0.22, -0.24, -0.47], [1.35, -0.19, -0.13], [0.15, -1.09, 0.23], [-0.53, -0.45, 0.99], [0.85, -0.75, -0.17], [-0.44, 1.08, 0.09], [-0.79, -0.20, -0.82], [-0.21, -0.46, -0.61], [0.06, 0.84, 0.58]],
  "fmax_ev_per_a": 4.222,
  "e_above_lowest_kcal_mol": 24.0,
  "lumo_energy_ev": [-1.12, -1.12],
  "total_energy_ev": -18144.63716,
  "homo_ev": [-9.7, -9.7],
  "total_charge": 0,
  "homo_lumo_gap_ha": [0.3164, 0.3166]
}